(1)
ORCA calculation (ωB97M-V/def2-TZVPD) on a 6-piece molecular cluster, C29H69B2O12 overall in a non-equilibrium geometry.

**Multiplicity**: 1
**Max |F|**: 0.0797 hartree/bohr
**DFT total energy**: -57122.1610 eV
**Net charge**: -1

Geometry (Å):
C1 3.77 3.74 1.01
C2 2.71 3.57 2.11
C3 1.36 3.00 1.62
C4 1.43 2.10 0.36
C5 0.22 1.12 0.43
C6 -0.34 0.76 -0.97
C7 -1.66 1.51 -1.30
C8 -2.76 0.56 -1.84
C9 -4.16 0.90 -1.32
B1 -4.33 0.72 0.30
O1 -5.82 0.61 0.60
B2 -6.35 1.71 1.05
O2 -7.12 2.54 0.19
O3 -6.26 2.12 2.39
O4 -3.59 1.64 1.16
C10 -3.05 0.89 2.23
C11 -2.72 -0.45 1.55
C12 -2.61 -1.67 2.43
O5 -1.58 -1.55 3.43
C13 -0.38 -1.32 2.87
C14 0.24 -2.39 2.01
O6 0.16 -0.31 3.02
O7 -3.80 -0.63 0.68
H1 4.27 2.80 0.83
H2 3.32 4.14 0.10
H3 4.53 4.45 1.34
H4 2.51 4.54 2.54
H5 3.10 2.91 2.87
H6 0.95 2.37 2.41
H7 0.62 3.78 1.46
H8 2.33 1.50 0.46
H9 1.41 2.67 -0.57
H10 -0.56 1.53 1.06
H11 0.62 0.21 0.86
H12 0.39 0.93 -1.77
H13 -0.54 -0.30 -0.97
H14 -1.41 2.19 -2.11
H15 -2.00 2.12 -0.47
H16 -2.75 0.65 -2.93
H17 -2.58 -0.49 -1.62
H18 -4.85 0.19 -1.77
H19 -4.50 1.88 -1.68
H20 -6.93 3.47 0.39
H21 -5.95 3.04 2.40
H22 -2.23 1.38 2.76
H23 -3.90 0.82 2.93
H24 -1.85 -0.36 0.88
H25 -2.43 -2.53 1.77
H26 -3.57 -1.81 2.91
H27 -0.09 -3.39 2.28
H28 0.04 -2.25 0.95
H29 1.31 -2.34 2.16
C15 1.76 -6.14 -1.55
C16 1.96 -5.60 -0.14
C17 2.77 -6.57 0.70
O8 0.69 -5.38 0.47
H30 1.21 -7.08 -1.52
H31 1.17 -5.44 -2.14
H32 2.71 -6.29 -2.05
H33 2.47 -4.64 -0.17
H34 2.26 -7.54 0.79
H35 2.90 -6.19 1.72
H36 3.76 -6.74 0.26
H37 0.22 -6.22 0.51
C18 -9.91 3.42 -2.51
C19 -9.47 2.06 -3.05
C20 -10.22 0.93 -2.37
O9 -8.07 1.90 -2.86
H38 -9.70 3.49 -1.44
H39 -9.37 4.22 -3.01
H40 -10.98 3.58 -2.67
H41 -9.65 2.02 -4.13
H42 -10.01 0.93 -1.29
H43 -9.89 -0.04 -2.76
H44 -11.30 1.01 -2.52
H45 -7.91 1.94 -1.91
C21 5.54 -4.33 -3.85
C22 5.67 -4.69 -2.38
C23 7.13 -4.92 -1.99
O10 4.91 -5.87 -2.11
H46 5.92 -5.14 -4.48
H47 4.50 -4.18 -4.12
H48 6.09 -3.42 -4.09
H49 5.25 -3.90 -1.77
H50 7.56 -5.75 -2.57
H51 7.21 -5.19 -0.94
H52 7.73 -4.03 -2.17
H53 5.26 -6.59 -2.65
C24 3.69 4.54 7.51
C25 3.00 4.80 6.17
C26 1.49 4.78 6.32
O11 3.41 3.82 5.22
H54 3.42 3.55 7.90
H55 4.77 4.55 7.39
H56 3.41 5.29 8.25
H57 3.32 5.76 5.78
H58 1.15 3.80 6.67
H59 1.01 4.96 5.35
H60 1.15 5.53 7.02
H61 3.14 2.95 5.55
C27 4.09 0.23 -3.46
C28 4.86 -0.54 -4.52
C29 5.07 0.30 -5.77
O12 4.15 -1.73 -4.87
H62 3.09 0.51 -3.83
H63 3.93 -0.39 -2.58
H64 4.61 1.13 -3.17
H65 5.82 -0.85 -4.12
H66 4.11 0.59 -6.21
H67 5.62 -0.26 -6.53
H68 5.63 1.21 -5.54
H69 3.29 -1.48 -5.22

Atom charges from the Mulliken analysis, given in e for atoms 1 to 8: number 1, C, carries -1.403; number 2, C, carries -0.136; number 3, C, carries -0.694; number 4, C, carries -0.359; number 5, C, carries 0.363; number 6, C, carries -1.286; number 7, C, carries -0.648; number 8, C, carries -1.030

***

(2)
ORCA calculation (ωB97M-V/def2-TZVPD) on C29H69F3MgNO12S7 as an isolated structure in a non-equilibrium geometry.

**Multiplicity**: 1
**Max |F|**: 0.0732 hartree/bohr
**DFT total energy**: -146684.3418 eV
**Energy above the lowest of the compared OMol25 structures with the same formula, charge and spin**: 106.7 kcal per mole
**Net charge**: +1

Geometry (Å):
Mg1 1.20 3.63 0.58
C1 0.41 0.46 0.52
O1 0.08 0.58 -0.85
O2 0.60 1.77 0.96
C2 -0.48 -0.63 1.22
F1 -0.33 -1.88 0.73
F2 -0.48 -0.67 2.56
F3 -1.75 -0.35 1.00
C3 -0.02 -0.57 -1.65
C4 -0.11 -0.07 -3.12
H1 0.10 -0.91 -3.77
H2 -1.15 0.18 -3.30
H3 0.44 0.84 -3.35
H4 -0.92 -1.17 -1.51
H5 0.87 -1.19 -1.63
H6 1.38 -0.03 0.48
C5 2.86 -1.74 2.88
C6 3.00 -2.16 1.53
N1 3.12 -2.50 0.43
H7 3.83 -1.84 3.37
H8 2.10 -2.34 3.38
H9 2.49 -0.72 2.78
C7 3.44 -0.60 -3.04
S1 4.96 0.18 -3.82
O3 5.96 -0.90 -4.36
C8 4.16 0.98 -5.29
H10 3.65 -1.41 -2.33
H11 2.93 -1.06 -3.88
H12 2.68 0.04 -2.60
H13 3.18 1.43 -5.10
H14 3.98 0.26 -6.09
H15 4.86 1.69 -5.73
C9 -0.33 2.97 -5.09
S2 -2.02 3.11 -5.84
O4 -2.85 4.25 -5.25
C10 -1.69 3.50 -7.61
H16 -0.43 2.79 -4.02
H17 0.17 3.92 -5.28
H18 0.25 2.18 -5.57
H19 -2.52 3.13 -8.21
H20 -0.73 3.03 -7.84
H21 -1.53 4.57 -7.71
C11 -2.79 2.62 2.47
S3 -3.28 3.55 4.02
O5 -4.67 3.07 4.41
C12 -2.06 2.84 5.14
H22 -3.67 2.17 2.01
H23 -2.00 1.88 2.63
H24 -2.33 3.28 1.72
H25 -1.12 3.30 4.83
H26 -1.97 1.75 5.08
H27 -2.16 3.09 6.19
C13 -4.16 -0.99 -1.26
S4 -4.82 -0.29 0.32
O6 -5.20 1.14 0.04
C14 -6.46 -1.16 0.44
H28 -3.51 -1.84 -1.08
H29 -3.50 -0.26 -1.73
H30 -4.92 -1.30 -1.98
H31 -6.12 -1.99 1.07
H32 -6.80 -1.51 -0.53
H33 -7.21 -0.65 1.04
C15 2.26 2.65 4.18
S5 1.30 4.25 3.82
O7 0.91 4.20 2.33
C16 2.61 5.57 3.87
H34 2.75 2.66 5.15
H35 3.01 2.39 3.44
H36 1.59 1.79 4.22
H37 2.35 6.38 3.20
H38 3.63 5.27 3.64
H39 2.64 5.92 4.90
C17 -2.22 2.77 -1.35
S6 -1.88 4.43 -0.51
O8 -0.55 4.33 0.17
C18 -1.83 5.45 -2.04
H40 -2.40 1.95 -0.65
H41 -1.31 2.47 -1.88
H42 -3.11 2.82 -1.98
H43 -1.10 5.14 -2.79
H44 -1.47 6.41 -1.65
H45 -2.80 5.53 -2.52
C19 4.73 1.09 1.10
S7 4.44 2.90 0.63
O9 3.08 3.33 1.15
C20 5.66 3.72 1.73
H46 4.35 0.99 2.12
H47 5.80 0.88 1.15
H48 4.11 0.45 0.47
H49 5.26 3.82 2.74
H50 6.00 4.69 1.35
H51 6.53 3.07 1.75
C21 -1.04 -5.31 5.75
C22 -1.81 -4.69 4.57
O10 -2.27 -5.41 3.67
C23 -1.86 -3.17 4.50
H52 -1.69 -5.51 6.61
H53 -0.27 -4.66 6.16
H54 -0.61 -6.29 5.58
H55 -2.48 -2.92 3.64
H56 -0.92 -2.63 4.40
H57 -2.35 -2.76 5.38
C24 -0.27 -5.21 1.13
C25 0.44 -6.41 1.66
O11 1.01 -6.27 2.76
C26 0.44 -7.76 0.94
H58 -1.20 -5.67 0.82
H59 0.18 -4.65 0.31
H60 -0.36 -4.46 1.92
H61 0.46 -8.58 1.66
H62 1.29 -7.92 0.28
H63 -0.44 -7.89 0.31
C27 -1.84 -3.48 -3.66
C28 -0.56 -4.30 -3.90
O12 -0.33 -4.95 -4.91
C29 0.35 -4.46 -2.69
H64 -2.25 -3.87 -2.73
H65 -2.57 -3.71 -4.44
H66 -1.64 -2.42 -3.58
H67 0.59 -3.44 -2.37
H68 1.27 -4.99 -2.92
H69 -0.25 -5.01 -1.97

Atom charges from the Mulliken analysis, given in e for atoms 1 to 8: number 1, Mg, carries 1.216; number 2, C, carries -0.064; number 3, O, carries 0.018; number 4, O, carries -0.549; number 5, C, carries 0.334; number 6, F, carries -0.096; number 7, F, carries -0.156; number 8, F, carries -0.117

***

Orbital gap (computed, eV): 7.12, 7.29
E_HOMO (computed, eV): -5.11, -10.36